# ClH3NP

ClH3NP in the gas phase in a non-equilibrium geometry (wB97M-V/def2-TZVPD, OMol25).

Cartesian coordinates (Å):
N -0.209 -0.663 0.735
P 0.558 0.235 -0.903
Cl -0.746 1.727 -1.024
H -1.214 -0.566 0.687
H 0.045 -1.640 0.703
H 1.567 0.907 -0.199

Atomic forces in eV per Å
1.658 1.951 -2.145
-0.705 -2.865 2.324
-0.781 1.005 -0.012
-0.113 -0.092 -0.228
-0.117 -0.221 -0.234
0.057 0.222 0.296

The value obtained for the HOMO energy is -9.088 eV. Its structure (SMILES) is NPCl. The energy above the lowest of the compared OMol25 structures with the same formula, charge and spin is 0.590 eV. Its charge is 0. For the molar mass, the calculation gives 83.458 Da. The LUMO energy comes out at 0.778 eV. For the HOMO-LUMO gap, the calculation gives 9.8665 eV.

Charges in e, computed with Mulliken, in the same order as the atoms: number 1, N, carries -0.64; number 2, P, carries 0.25; number 3, Cl, carries -0.18; number 4, H, carries 0.24; number 5, H, carries 0.24; number 6, H, carries 0.09


# ClH3P4S

ClH3P4S in the gas phase in a non-equilibrium geometry (wB97M-V/def2-TZVPD, OMol25).

Cartesian coordinates (Å):
P 1.399 0.392 0.226
P -0.540 1.502 0.371
Cl 0.231 3.273 -0.208
P -1.078 0.725 -1.567
P -2.833 -0.030 -0.668
S -3.636 -0.012 1.059
H 0.479 -0.748 0.199
H 1.381 0.361 1.674
H -3.426 -0.811 -1.703

Atomic forces in eV per Å
-1.367 -0.800 1.228
0.694 -0.505 0.311
0.291 1.567 -0.301
-2.189 -0.669 0.526
1.322 0.251 -1.709
-0.073 -0.082 -0.081
0.976 0.253 0.066
0.497 -0.125 -0.534
-0.150 0.110 0.495

The value obtained for the HOMO energy is -8.590 eV. Its structure (SMILES) is [PH2]#P(Cl)P=[PH]=S. The energy above the lowest of the compared OMol25 structures with the same formula, charge and spin is 0.011 eV. Its charge is 0. For the molar mass, the calculation gives 194.440 Da. The LUMO energy comes out at -1.339 eV. For the HOMO-LUMO gap, the calculation gives 7.2510 eV.

Charges in e, computed with Mulliken, in the same order as the atoms: number 1, P, carries -0.16; number 2, P, carries 0.22; number 3, Cl, carries -0.25; number 4, P, carries -0.04; number 5, P, carries 0.22; number 6, S, carries -0.27; number 7, H, carries 0.08; number 8, H, carries 0.10; number 9, H, carries 0.10


# ClH3P4S

ClH3P4S in the gas phase in a non-equilibrium geometry (wB97M-V/def2-TZVPD, OMol25).

Cartesian coordinates (Å):
P 0.821 1.674 0.260
P 1.403 -0.163 -0.732
Cl 3.351 -0.183 -0.228
P 0.464 -1.392 0.849
P -1.524 -1.308 0.197
S -2.975 -0.430 -0.755
H -0.647 1.806 0.165
H 0.977 2.142 -0.941
H -1.871 -2.148 1.185

Atomic forces in eV per Å
-0.889 0.290 2.768
-1.604 -1.025 -0.403
0.894 0.011 0.485
-1.093 -0.081 -1.153
1.317 0.740 -0.023
1.027 -0.328 0.175
1.050 -0.809 -0.134
0.401 2.165 -2.745
-1.102 -0.964 1.031

The value obtained for the HOMO energy is -8.494 eV. Its structure (SMILES) is [PH2]#P(Cl)P=[PH]=S. The energy above the lowest of the compared OMol25 structures with the same formula, charge and spin is 0.622 eV. Its charge is 0. For the molar mass, the calculation gives 194.440 Da. The LUMO energy comes out at -1.534 eV. For the HOMO-LUMO gap, the calculation gives 6.9605 eV.

Charges in e, computed with Mulliken, in the same order as the atoms: number 1, P, carries -0.10; number 2, P, carries 0.16; number 3, Cl, carries -0.20; number 4, P, carries -0.04; number 5, P, carries 0.25; number 6, S, carries -0.29; number 7, H, carries 0.09; number 8, H, carries 0.08; number 9, H, carries 0.06


# ClH4N2OP

A molecular structure, ClH4N2OP in a non-equilibrium geometry (wB97M-V/def2-TZVPD, OMol25).

Cartesian coordinates (Å):
N -1.086 -0.424 1.459
N -0.587 -0.327 0.087
O 0.411 0.525 -2.053
P 0.459 0.858 -0.428
Cl 2.673 -0.530 -0.098
H -0.452 -1.023 2.042
H -1.014 0.400 1.990
H -1.290 -0.766 -0.441
H 0.887 1.288 -2.558

Atomic forces in eV per Å
1.425 -1.940 -0.018
-0.043 1.146 2.049
0.701 2.379 0.304
1.675 -2.348 -0.809
-1.618 1.192 -0.100
-0.501 0.110 -1.324
-0.145 2.038 0.032
-0.363 -0.565 -1.412
-1.131 -2.012 1.276

The value obtained for the HOMO energy is -9.374 eV. The energy above the lowest of the compared OMol25 structures with the same formula, charge and spin is 3.116 eV. Its charge is 0. For the molar mass, the calculation gives 114.472 Da. The LUMO energy comes out at -0.393 eV. For the HOMO-LUMO gap, the calculation gives 8.9809 eV.

Charges in e, computed with Mulliken, in the same order as the atoms: number 1, N, carries -0.65; number 2, N, carries 0.00; number 3, O, carries -0.44; number 4, P, carries 0.37; number 5, Cl, carries -0.50; number 6, H, carries 0.28; number 7, H, carries 0.25; number 8, H, carries 0.32; number 9, H, carries 0.36


# ClH5OSi2

ClH5OSi2 in the gas phase in a non-equilibrium geometry (wB97M-V/def2-TZVPD, OMol25).

Cartesian coordinates (Å):
Si 1.073 0.792 -0.214
O -0.334 -0.233 0.159
Si -1.844 -0.611 -0.350
Cl -3.239 0.780 0.241
H 0.729 1.647 -1.346
H 1.111 1.391 1.041
H 2.001 -0.217 -0.283
H -2.220 -1.736 0.554
H -2.082 -0.897 -1.726

Atomic forces in eV per Å
-4.352 -1.459 0.430
0.737 1.214 -1.588
0.398 -0.526 2.491
-0.032 0.456 -0.213
0.342 0.130 -0.252
0.579 1.423 1.343
2.066 -1.239 -0.694
0.102 -0.010 -0.531
0.160 0.010 -0.986

The value obtained for the HOMO energy is -10.662 eV. Its structure (SMILES) is [SiH3]O[SiH2]Cl. The energy above the lowest of the compared OMol25 structures with the same formula, charge and spin is 0.440 eV. Its charge is 0. For the molar mass, the calculation gives 112.664 Da. The LUMO energy comes out at 0.536 eV. For the HOMO-LUMO gap, the calculation gives 11.1983 eV.

Charges in e, computed with Mulliken, in the same order as the atoms: number 1, Si, carries 0.54; number 2, O, carries -0.16; number 3, Si, carries 0.44; number 4, Cl, carries -0.26; number 5, H, carries -0.10; number 6, H, carries -0.11; number 7, H, carries -0.10; number 8, H, carries -0.12; number 9, H, carries -0.14


# ClH6NSi2

A molecular structure, ClH6NSi2 in a non-equilibrium geometry (wB97M-V/def2-TZVPD, OMol25).

Cartesian coordinates (Å):
N -0.838 1.438 1.633
Si 0.043 -1.433 -1.198
Si 0.510 0.401 0.102
Cl 1.833 -0.405 1.333
H -0.584 2.452 1.625
H -1.751 1.186 1.164
H 1.145 -2.296 -1.093
H -1.345 -1.635 -0.471
H -0.188 -1.401 -2.565
H 1.175 1.693 -0.531

Atomic forces in eV per Å
1.196 -2.365 -2.944
-2.616 0.748 1.926
-1.263 4.753 1.209
1.241 -0.740 1.171
-0.711 -1.093 -0.676
1.053 1.270 0.850
0.968 -1.149 0.690
1.282 -0.638 -0.648
-0.537 0.551 -1.980
-0.613 -1.337 0.401

The value obtained for the HOMO energy (spin up / spin down) is -9.396 / -9.397 eV. The energy above the lowest of the compared OMol25 structures with the same formula, charge and spin is 2.756 eV. Its charge is 0. For the molar mass, the calculation gives 111.680 Da. The LUMO energy (spin up / spin down) comes out at 0.042 / 0.042 eV. For the HOMO-LUMO gap (spin up / spin down), the calculation gives 9.4381 / 9.4387 eV.

Charges in e, computed with Mulliken, in the same order as the atoms: number 1, N, carries -0.68; number 2, Si, carries 0.35; number 3, Si, carries 0.45; number 4, Cl, carries -0.21; number 5, H, carries 0.22; number 6, H, carries 0.23; number 7, H, carries -0.08; number 8, H, carries -0.06; number 9, H, carries -0.13; number 10, H, carries -0.08


# ClH6NaO7

A molecular structure, ClH6NaO7 in a non-equilibrium geometry (wB97M-V/def2-TZVPD, OMol25).

Cartesian coordinates (Å):
Na -0.751 0.015 -0.722
Cl 2.361 0.258 1.603
O 1.418 -0.675 0.991
O 1.622 1.280 2.332
O 3.054 -0.514 2.626
O 3.150 0.587 0.440
O -2.863 -0.207 -1.833
H -3.350 -1.005 -2.038
H -3.231 0.455 -2.419
O -1.898 -0.849 1.903
H -2.330 -0.309 2.565
H -1.021 -1.004 2.255
O 1.013 0.512 -2.321
H 1.261 1.428 -2.447
H 1.564 0.027 -2.935

Atomic forces in eV per Å
-0.260 -0.169 -0.038
-0.492 0.926 4.146
-0.795 -0.909 -0.685
1.364 -0.742 -2.573
0.099 0.238 -1.862
-0.190 0.494 0.898
0.530 0.113 0.238
-0.152 -0.333 0.046
-0.126 0.270 -0.180
0.270 0.113 -0.758
-0.256 0.170 0.201
0.212 -0.192 0.323
-0.446 -0.030 0.485
0.112 0.351 -0.068
0.130 -0.301 -0.176

The value obtained for the HOMO energy (spin up / spin down) is -15.563 / -15.557 eV. Its charge is +1. For the molar mass, the calculation gives 176.484 Da. Its multiplicity is 2. The LUMO energy (spin up / spin down) comes out at -3.620 / -8.891 eV. For the HOMO-LUMO gap (spin up / spin down), the calculation gives 11.9431 / 6.6653 eV.

Charges in e, computed with Mulliken, in the same order as the atoms: number 1, Na, carries 0.85; number 2, Cl, carries 1.60; number 3, O, carries -0.35; number 4, O, carries -0.48; number 5, O, carries -0.38; number 6, O, carries -0.35; number 7, O, carries -0.58; number 8, H, carries 0.30; number 9, H, carries 0.31; number 10, O, carries -0.62; number 11, H, carries 0.33; number 12, H, carries 0.33; number 13, O, carries -0.58; number 14, H, carries 0.32; number 15, H, carries 0.30


# ClH8Li2O4

A molecular structure, ClH8Li2O4 in a non-equilibrium geometry (wB97M-V/def2-TZVPD, OMol25).

Cartesian coordinates (Å):
Li -2.300 -0.231 -0.920
Li -1.759 0.403 1.744
Cl -0.822 0.122 0.187
O 1.469 -0.191 1.748
H 1.642 0.709 1.470
H 0.658 -0.429 1.300
O 0.636 0.127 -1.901
H 0.552 -0.786 -2.173
H 0.189 0.168 -1.055
O 0.062 2.591 -0.497
H -0.096 1.700 -0.187
H -0.656 2.764 -1.106
O 0.079 -2.445 0.827
H -0.186 -1.606 0.450
H 0.533 -2.896 0.115

Atomic forces in eV per Å
-2.296 -0.704 -2.465
-1.501 0.725 3.894
-1.180 -0.325 1.319
0.030 0.070 0.510
0.390 0.393 -0.030
1.184 -0.331 0.614
0.330 0.064 -1.358
0.356 -0.373 -0.303
1.766 -0.070 -1.786
0.208 0.754 0.317
0.551 1.353 -0.292
-0.014 0.280 -0.354
-0.443 -0.437 0.126
0.258 -1.035 -0.155
0.362 -0.364 -0.038

The value obtained for the HOMO energy is -14.721 eV. The energy above the lowest of the compared OMol25 structures with the same formula, charge and spin is 3.967 eV. Its charge is +1. For the molar mass, the calculation gives 121.395 Da. The LUMO energy comes out at -5.679 eV. For the HOMO-LUMO gap, the calculation gives 9.0429 eV.

Charges in e, computed with Mulliken, in the same order as the atoms: number 1, Li, carries 0.82; number 2, Li, carries 0.82; number 3, Cl, carries -1.04; number 4, O, carries -0.57; number 5, H, carries 0.32; number 6, H, carries 0.28; number 7, O, carries -0.57; number 8, H, carries 0.31; number 9, H, carries 0.41; number 10, O, carries -0.61; number 11, H, carries 0.36; number 12, H, carries 0.30; number 13, O, carries -0.59; number 14, H, carries 0.41; number 15, H, carries 0.33


# ClHIOPS

ClHIOPS in the gas phase in a non-equilibrium geometry (wB97M-V/def2-TZVPD, OMol25).

Cartesian coordinates (Å):
O 0.822 -0.855 -0.329
P -0.149 0.249 -0.080
S 0.367 2.006 1.394
Cl -0.234 0.993 -1.872
I -2.044 -1.097 0.493
H 1.238 -1.296 0.393

Atomic forces in eV per Å
3.015 -2.576 -1.567
-1.540 6.037 4.318
-0.946 -3.517 -2.589
-0.545 0.372 -1.207
-0.552 0.225 -0.027
0.567 -0.541 1.072

The value obtained for the HOMO energy is -8.616 eV. Its structure (SMILES) is O[P@@](=S)(Cl)I. The energy above the lowest of the compared OMol25 structures with the same formula, charge and spin is 1.854 eV. Its charge is 0. For the molar mass, the calculation gives 242.405 Da. The LUMO energy comes out at -1.121 eV. For the HOMO-LUMO gap, the calculation gives 7.4956 eV.

Charges in e, computed with Mulliken, in the same order as the atoms: number 1, O, carries -0.41; number 2, P, carries 0.45; number 3, S, carries -0.37; number 4, Cl, carries -0.12; number 5, I, carries 0.06; number 6, H, carries 0.38


# ClHNO

2 unconnected molecules or ions with the total composition ClHNO in a non-equilibrium geometry (wB97M-V/def2-TZVPD, OMol25).

Cartesian coordinates (Å):
N 1.133 0.776 0.424
O 0.194 1.233 1.076
Cl -2.354 -2.891 -0.826
H 1.027 0.882 -0.674

Atomic forces in eV per Å
-1.581 0.816 0.896
2.268 -1.008 -2.465
0.041 0.034 -0.023
-0.728 0.158 1.592

The value obtained for the HOMO energy is -3.407 eV. The energy above the lowest of the compared OMol25 structures with the same formula, charge and spin is 0.540 eV. Its charge is -1. For the molar mass, the calculation gives 66.467 Da. The LUMO energy comes out at 2.171 eV. For the HOMO-LUMO gap, the calculation gives 5.5781 eV.

Charges in e, computed with Mulliken, in the same order as the atoms: number 1, N, carries 0.00; number 2, O, carries -0.22; number 3, Cl, carries -1.00; number 4, H, carries 0.21


# ClHNO2P

ClHNO2P in the gas phase in a non-equilibrium geometry (wB97M-V/def2-TZVPD, OMol25).

Cartesian coordinates (Å):
N -0.048 0.130 -0.808
O 0.625 -0.173 -1.804
O -1.054 0.602 1.395
P -0.140 -0.359 0.789
Cl 1.642 -0.513 1.581
H -1.026 0.313 -1.153

Atomic forces in eV per Å
-1.720 0.463 -2.607
1.766 -0.566 -0.309
-0.726 0.484 1.016
-0.908 -0.709 0.592
1.185 0.000 0.167
0.403 0.328 1.141

The value obtained for the HOMO energy (spin up / spin down) is -9.989 / -9.537 eV. The energy above the lowest of the compared OMol25 structures with the same formula, charge and spin is 0.160 eV. Its charge is 0. For the molar mass, the calculation gives 113.440 Da. The LUMO energy (spin up / spin down) comes out at -2.091 / -1.130 eV. For the HOMO-LUMO gap (spin up / spin down), the calculation gives 7.8980 / 8.4070 eV.

Charges in e, computed with Mulliken, in the same order as the atoms: number 1, N, carries 0.16; number 2, O, carries -0.43; number 3, O, carries -0.48; number 4, P, carries 0.60; number 5, Cl, carries -0.12; number 6, H, carries 0.27


# ClHNO2P

A molecular structure, ClHNO2P in a non-equilibrium geometry (wB97M-V/def2-TZVPD, OMol25).

Cartesian coordinates (Å):
N -0.274 1.047 0.935
O 1.173 -0.419 0.408
O 0.285 1.513 -0.001
P -0.267 -0.470 0.041
Cl -0.779 -2.338 -0.057
H -0.139 0.666 -1.326

Atomic forces in eV per Å
-3.137 2.437 2.376
1.620 -3.651 -0.139
1.073 5.358 0.196
3.246 0.527 -3.746
-1.289 -1.649 0.189
-1.513 -3.023 1.124

The value obtained for the HOMO energy (spin up / spin down) is -8.980 / -10.303 eV. The energy above the lowest of the compared OMol25 structures with the same formula, charge and spin is 4.565 eV. Its charge is 0. For the molar mass, the calculation gives 113.440 Da. Its multiplicity is 3. The LUMO energy (spin up / spin down) comes out at -0.539 / -3.490 eV. For the HOMO-LUMO gap (spin up / spin down), the calculation gives 8.4411 / 6.8133 eV.

Charges in e, computed with Mulliken, in the same order as the atoms: number 1, N, carries 0.08; number 2, O, carries -0.45; number 3, O, carries -0.15; number 4, P, carries 0.43; number 5, Cl, carries -0.16; number 6, H, carries 0.25